Entry i
Entry from the OMol25 dataset: a single C2H6BClO2 molecule (ωB97M-V with the def2-TZVPD basis set).

Geometry as ORCA input:
```
! RIJCOSX wB97M-V def2-TZVPD def2/J DEFGRID3
* xyz 0 1
B -0.054 1.185 0.227
C 0.608 -1.495 -0.202
C 1.125 -0.041 -0.099
O -1.340 0.791 -0.276
O 0.439 2.476 -0.053
Cl 2.707 0.077 0.319
H 0.400 -1.862 0.828
H 1.433 -2.095 -0.638
H -0.369 -1.419 -0.724
H 0.000 1.144 1.431
H -1.079 0.584 -1.181
H -0.152 3.046 -0.578
*
```

Calculated values
Kohn-Sham gap	7.55	eV
HOMO energy	-9.14	eV

---

Entry ii
Entry from the OMol25 dataset: a single C2H6BClO2 molecule (ωB97M-V with the def2-TZVPD basis set).

Geometry as ORCA input:
```
! RIJCOSX wB97M-V def2-TZVPD def2/J DEFGRID3
* xyz 0 1
B 0.142 -1.382 0.079
C 0.253 1.239 -0.686
C 1.253 -0.304 -0.486
O 0.410 -2.266 1.105
O -1.098 -1.271 -0.455
Cl 2.553 -0.048 0.659
H -0.079 1.709 0.216
H -0.504 0.953 -1.368
H 0.847 1.893 -1.275
H 1.662 -0.584 -1.422
H -0.361 -2.771 1.573
H -1.777 -1.728 -0.091
*
```

Calculated values
Kohn-Sham gap	9.91	eV
HOMO energy	-9.73	eV
SMILES	C[C@@H](Cl)B(O)O

---

entry ii is favored, and the nearest alternative lies 0.0919 hartree above it.

---

Entry i
Entry from the OMol25 dataset: 12 unconnected molecules or ions with the total composition CH25O12 (ωB97M-V with the def2-TZVPD basis set).

Geometry as ORCA input:
```
! RIJCOSX wB97M-V def2-TZVPD def2/J DEFGRID3
* xyz -1 1
C 2.587 14.858 -4.021
O 1.407 14.486 -3.417
H 3.476 14.530 -3.476
H 2.657 14.406 -5.020
H 2.587 15.934 -4.245
O 6.474 14.907 -4.371
H 7.323 15.347 -4.459
H 5.878 15.418 -4.923
O 3.628 18.439 -5.551
H 3.665 17.671 -4.975
H 4.165 18.200 -6.310
O -0.642 15.965 -2.005
H -1.100 15.210 -1.629
H 0.000 15.579 -2.619
O -0.363 12.692 -1.911
H -1.031 12.594 -2.591
H 0.247 13.360 -2.261
O 2.467 17.416 -1.617
H 2.522 16.819 -2.370
H 1.563 17.741 -1.634
O 2.516 12.266 -1.749
H 1.637 11.914 -1.595
H 2.360 13.118 -2.174
O 1.697 14.601 -0.111
H 1.082 13.882 0.049
H 1.635 14.766 -1.061
O -0.695 13.634 -5.063
H -1.462 13.328 -4.575
H 0.012 13.718 -4.398
O 2.526 15.043 -8.418
H 2.701 14.200 -8.842
H 2.144 14.810 -7.567
O 4.145 15.493 -0.813
H 3.870 16.403 -0.667
H 3.371 14.971 -0.564
O 0.425 17.508 -4.891
H 1.114 16.852 -4.761
H -0.389 16.997 -4.917
*
```

Calculated values
Kohn-Sham gap	8.29	eV
HOMO energy	-5.65	eV

---

Entry ii
Entry from the OMol25 dataset: 12 unconnected molecules or ions with the total composition CH25O12 (ωB97M-V with the def2-TZVPD basis set).

Geometry as ORCA input:
```
! RIJCOSX wB97M-V def2-TZVPD def2/J DEFGRID3
* xyz -1 1
C -14.233 -19.231 -5.786
O -13.684 -20.339 -5.156
H -13.821 -18.940 -6.752
H -15.279 -19.390 -6.045
H -14.177 -18.442 -5.037
O -10.174 -23.790 -7.746
H -10.315 -24.735 -7.679
H -10.747 -23.414 -7.077
O -11.422 -22.639 -0.934
H -11.662 -21.901 -0.374
H -11.754 -22.402 -1.800
O -11.487 -17.742 -10.580
H -11.621 -18.499 -10.010
H -12.242 -17.748 -11.169
O -17.914 -23.176 -8.178
H -17.843 -23.573 -9.046
H -17.282 -22.457 -8.190
O -16.021 -15.501 -10.202
H -16.475 -16.344 -10.189
H -15.627 -15.427 -9.333
O -14.030 -25.381 -4.138
H -14.625 -25.416 -3.388
H -14.023 -24.459 -4.395
O -19.401 -18.964 -8.623
H -18.847 -19.042 -7.847
H -20.012 -19.698 -8.558
O -12.049 -14.067 -7.952
H -12.163 -14.757 -8.605
H -11.561 -13.382 -8.409
O -16.128 -20.735 -1.233
H -15.550 -20.745 -1.995
H -16.963 -20.409 -1.570
O -8.805 -19.351 -4.154
H -8.761 -19.084 -5.072
H -9.691 -19.699 -4.048
O -19.508 -18.173 -2.162
H -20.349 -18.239 -1.710
H -19.739 -18.017 -3.078
*
```

Calculated values
Kohn-Sham gap	4.88	eV
HOMO energy	-2.68	eV

---

entry i is favored, and the nearest alternative lies 0.1040 hartree above it.

---

Entry i
Entry from the OMol25 dataset: 4 unconnected molecules or ions with the total composition C4H16O3 (ωB97M-V with the def2-TZVPD basis set).

Geometry as ORCA input:
```
! RIJCOSX wB97M-V def2-TZVPD def2/J DEFGRID3
* xyz 0 1
C 1.989 -0.004 0.267
C 0.523 0.109 0.125
C 0.041 -0.901 -1.051
C -0.371 -0.064 1.397
H 2.337 0.833 1.053
H 2.176 -1.065 0.618
H 2.455 0.147 -0.691
H 0.147 1.120 -0.198
H -0.974 -0.612 -1.289
H -0.181 -1.900 -0.962
H 0.633 -0.744 -1.961
H -0.323 0.911 2.037
H -1.311 -0.268 1.070
H -0.135 -0.860 2.057
H 1.536 0.642 3.705
H 2.315 1.417 4.480
O 1.916 0.453 4.625
H -3.946 1.145 -0.510
H -4.254 0.375 0.816
O -3.531 0.571 0.187
H 0.601 -0.942 -5.691
H 0.189 0.184 -4.687
O -0.178 -0.427 -5.347
*
```

Calculated values
Kohn-Sham gap	11.43	eV
HOMO energy	-10.84	eV
SMILES	CC(C)C.O.O.O

---

Entry ii
Entry from the OMol25 dataset: 4 unconnected molecules or ions with the total composition C4H16O3 (ωB97M-V with the def2-TZVPD basis set).

Geometry as ORCA input:
```
! RIJCOSX wB97M-V def2-TZVPD def2/J DEFGRID3
* xyz 0 1
C -2.150 0.286 -1.755
C -1.984 -0.476 -0.438
C -0.782 -0.019 0.389
C -0.730 -0.772 1.743
H -2.017 1.350 -1.599
H -3.109 0.103 -2.235
H -1.395 -0.049 -2.470
H -1.896 -1.533 -0.696
H -2.865 -0.348 0.199
H -0.862 1.057 0.555
H 0.108 -0.212 -0.174
H -1.110 -0.145 2.556
H 0.165 -1.362 1.882
H -1.621 -1.421 1.748
H 3.713 0.521 1.648
H 4.218 -0.229 0.302
O 3.497 -0.003 0.878
H 1.985 -0.618 -2.190
H 1.349 -1.990 -2.270
O 1.251 -1.136 -1.841
H 1.343 1.951 1.930
H 1.331 2.355 0.482
O 1.560 2.692 1.355
*
```

Calculated values
Kohn-Sham gap	11.30	eV
HOMO energy	-10.86	eV
SMILES	CCCC.O.O.O

---

Entry iii
Entry from the OMol25 dataset: 4 unconnected molecules or ions with the total composition C4H16O3 (ωB97M-V with the def2-TZVPD basis set).

Geometry as ORCA input:
```
! RIJCOSX wB97M-V def2-TZVPD def2/J DEFGRID3
* xyz 0 1
C -3.908 0.075 0.841
C -2.634 -0.618 1.323
C -1.398 -0.369 0.396
C -0.302 0.491 1.108
H -4.761 -0.600 0.849
H -3.841 0.454 -0.181
H -4.177 0.986 1.374
H -2.779 -1.694 1.436
H -2.405 -0.294 2.339
H -1.746 0.115 -0.510
H -1.008 -1.349 0.123
H -0.494 1.524 0.831
H 0.662 0.169 0.720
H -0.353 0.287 2.168
H 4.138 1.178 -2.823
H 5.170 0.427 -3.658
O 4.398 0.312 -3.071
H 0.002 -4.036 -3.005
H 1.306 -3.304 -3.338
O 0.511 -3.259 -2.768
H 1.783 2.392 2.657
H 1.385 3.793 3.134
O 2.141 3.269 2.834
*
```

Calculated values
Kohn-Sham gap	11.75	eV
HOMO energy	-10.94	eV
SMILES	CCCC.O.O.O

---

entry ii is favored, and the nearest alternative lies 0.0040 hartree above it.